63
Properties=species:S:1:pos:R:3:forces:R:3:nbo_charge:R:1 method="wB97M-V/def2-TZVPD" smiles="C#CCCCN[C@@H]([C@H](COC(C)=O)OCP(C)C)P(C)O.CCOC(=O)OC" total_charge=0
C -8.086947 0.066282 2.627404 -0.3 -0.5 -0.5 -0.25
C -6.921985 0.250103 2.822446 0.4 -0.1 0.1 -0.01
C -5.499481 0.514998 3.001134 0.0 0.6 0.0 -0.48
C -4.899658 1.301470 1.793090 0.1 -0.8 0.9 -0.41
C -4.216057 0.304585 0.847823 -0.9 0.2 -0.2 -0.22
N -3.461048 0.852495 -0.274428 0.4 0.2 0.6 -0.64
C -2.442386 1.864431 0.032520 -0.4 -0.2 -1.2 -0.36
C -1.068254 1.288322 0.429169 -0.4 0.1 0.5 0.08
C -1.168155 0.234520 1.512671 0.7 0.0 0.4 -0.08
O 0.180680 -0.229514 1.809384 0.0 -0.4 -0.9 -0.56
C 0.202690 -1.587670 1.971582 -0.4 -0.3 0.7 0.81
C 1.015735 -2.365394 0.980738 0.2 0.0 0.1 -0.73
O -0.405809 -2.115439 2.863486 -0.1 0.1 -0.1 -0.56
O -0.299150 2.359834 0.952699 0.1 -0.3 -0.6 -0.56
C 0.822819 2.791604 0.180213 0.1 -0.1 0.7 -0.35
P 2.515331 2.348979 0.816233 0.6 0.8 -0.5 0.71
C 2.298080 2.097316 2.632328 -0.1 0.1 -0.4 -0.93
C 2.962117 0.745018 0.022926 -0.3 0.1 0.3 -0.93
P -2.136538 2.890656 -1.509046 1.1 0.9 0.5 1.04
C -3.758431 3.706595 -1.824540 0.3 -1.0 0.0 -0.98
O -1.970322 1.752265 -2.713605 -0.5 0.1 0.3 -0.97
H -9.027456 -0.284011 2.272743 -0.2 0.2 0.3 0.24
H -4.953351 -0.413537 3.171091 0.0 -0.1 -0.1 0.23
H -5.362404 1.107307 3.907653 -0.1 0.0 0.0 0.24
H -5.726708 1.832364 1.327927 0.2 0.3 -0.2 0.22
H -4.179015 1.992061 2.228877 0.0 0.2 -0.3 0.20
H -3.634269 -0.385560 1.454535 0.3 0.1 -0.1 0.18
H -5.013492 -0.307270 0.415283 0.1 -0.1 0.0 0.21
H -4.109123 1.263833 -0.932011 -0.1 -0.2 -0.1 0.36
H -2.720071 2.614034 0.784692 0.0 -0.1 0.1 0.20
H -0.604806 0.819187 -0.445292 0.2 0.1 0.0 0.17
H -1.570841 0.653002 2.435055 -0.2 0.0 0.0 0.20
H -1.738475 -0.632825 1.194307 -0.2 0.1 -0.1 0.20
H 2.066017 -2.146487 1.174181 0.1 0.0 -0.3 0.24
H 0.745725 -2.118491 -0.044282 0.2 0.3 0.0 0.23
H 0.863353 -3.430457 1.122818 -0.1 0.0 0.2 0.24
H 0.761268 2.502874 -0.870827 -0.1 -0.1 0.0 0.19
H 0.791554 3.880679 0.193239 0.0 0.0 0.0 0.21
H 1.294531 2.401301 2.924000 -0.1 -0.2 0.0 0.25
H 2.482545 1.058509 2.894081 -0.1 0.0 0.2 0.23
H 2.997758 2.754931 3.141464 0.1 -0.1 0.1 0.23
H 2.576713 0.774496 -0.997143 -0.1 -0.1 0.0 0.23
H 4.045675 0.704747 -0.063208 0.0 -0.1 0.1 0.24
H 2.594187 -0.140444 0.533175 -0.1 0.0 0.0 0.21
H -4.299149 3.742739 -0.878781 -0.1 0.1 0.0 0.24
H -3.535148 4.707023 -2.175857 -0.2 0.1 -0.1 0.25
H -4.339480 3.154677 -2.564355 -0.1 0.1 0.0 0.24
H -1.022913 1.599757 -2.783539 0.0 0.0 -0.3 0.49
C 7.274897 -2.718088 -3.448247 -0.2 0.0 -0.2 -0.64
C 6.794253 -2.584741 -2.019121 0.4 -0.1 0.0 -0.07
O 5.403585 -2.232620 -1.954877 0.0 0.1 0.1 -0.49
C 4.550393 -3.227163 -2.185916 0.0 0.1 0.0 0.98
O 4.834932 -4.372985 -2.413423 0.0 -0.1 0.0 -0.64
O 3.312365 -2.732774 -2.113391 -0.1 0.0 0.0 -0.50
C 2.283411 -3.677869 -2.409750 -0.2 -0.1 0.0 -0.26
H 7.053623 -1.809637 -4.010024 0.1 0.1 0.1 0.21
H 8.350126 -2.894354 -3.470857 0.0 0.0 0.0 0.22
H 6.780023 -3.546683 -3.952927 0.0 -0.1 0.1 0.23
H 7.321536 -1.772995 -1.521652 -0.2 0.1 0.0 0.19
H 6.974324 -3.495306 -1.448090 -0.1 -0.1 -0.1 0.19
H 2.377556 -4.568844 -1.792347 0.1 0.0 -0.1 0.20
H 2.306768 -3.948772 -3.464075 0.1 -0.1 0.0 0.19
H 1.336353 -3.193062 -2.189358 0.1 0.1 0.0 0.19


66
Properties=species:S:1:pos:R:3:forces:R:3:nbo_charge:R:1 method="wB97M-V/def2-TZVPD" smiles="O=S1(=O)CCCC1.O=S1(=O)CCCC1.O=S1(=O)CCCC1.O=S1(=O)CCCC1.CC#N" total_charge=0
C 24.843536 -12.653636 26.844862 -0.2 0.0 -0.3 -0.72
C 26.195553 -12.119626 26.768713 -0.2 -0.3 -0.3 0.29
N 27.291733 -11.796928 26.703579 0.3 0.2 0.1 -0.33
H 24.490390 -13.029990 25.884110 0.4 -0.1 -0.1 0.26
H 24.126315 -11.877079 27.106258 0.1 -0.1 0.5 0.25
H 24.875359 -13.487954 27.543883 -0.4 0.1 0.1 0.25
C 28.258233 -16.115239 29.390488 0.3 -0.4 0.1 -0.41
C 27.958625 -14.968746 28.435370 0.4 0.3 -0.7 -0.41
C 29.274937 -14.274593 28.095663 0.0 0.2 -0.1 -0.67
S 30.476630 -15.620760 27.903152 -0.8 1.0 1.2 2.14
O 31.662089 -15.251778 28.655170 0.0 -0.4 -0.5 -0.96
O 30.553531 -16.032302 26.520487 0.2 -0.1 0.2 -0.94
C 29.493598 -16.830582 28.868025 0.7 0.1 -1.4 -0.65
H 27.441092 -16.836108 29.349897 -0.1 0.1 0.4 0.23
H 28.483072 -15.813711 30.414194 -0.4 0.2 0.0 0.21
H 27.249570 -14.220824 28.786192 -0.1 -0.2 0.2 0.22
H 27.585908 -15.396531 27.499184 -0.3 0.0 0.1 0.23
H 29.605877 -13.619653 28.902625 0.2 -0.2 0.1 0.24
H 29.221475 -13.659472 27.198784 0.0 -0.2 -0.1 0.27
H 30.181878 -17.244136 29.598470 -0.2 -0.1 0.1 0.25
H 29.240627 -17.538943 28.075290 -0.1 -0.3 0.4 0.25
C 23.920228 -20.143223 27.881563 -0.4 -0.3 0.6 -0.42
C 23.775465 -20.394441 26.384992 1.9 -0.8 -0.5 -0.41
C 24.865394 -19.537728 25.675045 -1.3 1.4 -0.3 -0.67
S 25.684130 -18.471849 26.923515 -0.3 -0.9 -0.5 2.14
O 25.798444 -17.138450 26.373930 0.0 -0.2 0.6 -0.94
O 26.863400 -19.141499 27.439753 -0.4 0.4 -0.1 -0.95
C 24.328087 -18.687329 28.120291 0.3 -0.2 -1.4 -0.64
H 24.643688 -20.876480 28.237733 0.1 0.4 0.5 0.23
H 22.971354 -20.316615 28.391010 0.1 -0.1 0.1 0.23
H 22.750905 -20.315941 26.031471 0.2 0.6 -0.3 0.22
H 24.121050 -21.399700 26.133400 -0.6 -0.3 0.4 0.23
H 24.330131 -18.855878 25.007658 0.4 0.3 0.1 0.24
H 25.617213 -20.009532 25.048944 0.1 -0.4 0.4 0.25
H 23.552226 -18.059936 27.675808 -0.1 0.3 0.5 0.23
H 24.621849 -18.404315 29.123802 0.0 0.0 0.0 0.26
C 34.927920 -12.546898 26.359035 -1.5 0.6 0.2 -0.41
C 33.544952 -13.009531 26.884060 0.0 -0.2 0.2 -0.40
C 32.928461 -11.827809 27.646156 1.3 -0.3 0.4 -0.67
S 33.268856 -10.368675 26.641752 -1.0 0.0 0.2 2.13
O 33.841485 -9.315183 27.451555 0.1 -0.4 -0.3 -0.94
O 32.080235 -10.044476 25.855051 1.3 -0.5 0.2 -0.94
C 34.572410 -11.241937 25.652393 -0.6 0.9 -0.2 -0.64
H 35.346627 -13.200331 25.599699 0.2 -0.3 0.4 0.23
H 35.548505 -12.421810 27.244199 0.5 0.1 -0.3 0.21
H 33.615015 -13.789952 27.641211 0.1 -0.4 -0.4 0.24
H 32.936660 -13.338209 26.040657 -0.2 -0.1 0.2 0.21
H 33.567030 -11.712494 28.529808 0.0 0.3 -0.1 0.23
H 31.941071 -11.985211 28.067936 -0.4 0.3 -0.7 0.26
H 35.378368 -10.555182 25.399799 0.0 0.1 0.3 0.25
H 34.019746 -11.441177 24.731448 0.1 -0.2 -0.1 0.24
C 31.174720 -19.437978 26.371484 0.9 0.0 -0.3 -0.43
C 32.438365 -19.702251 25.507839 0.5 0.0 0.6 -0.39
C 33.368202 -20.754869 26.172757 -1.4 -0.3 -0.4 -0.67
S 32.921201 -20.748602 27.933712 0.2 0.8 -0.4 2.15
O 34.097833 -20.318386 28.644476 0.0 0.0 0.3 -0.95
O 32.229937 -21.937416 28.373119 0.0 0.3 -0.4 -0.93
C 31.764950 -19.344051 27.773866 0.0 0.0 0.6 -0.67
H 30.409091 -20.202816 26.259483 0.1 -0.2 0.2 0.22
H 30.785621 -18.497977 25.984509 -0.3 0.1 0.5 0.25
H 33.017760 -18.777804 25.538503 -0.2 0.2 -0.4 0.21
H 32.190924 -19.952010 24.479470 0.1 0.0 0.0 0.22
H 34.418182 -20.496440 26.117055 0.1 -0.1 0.0 0.25
H 33.143407 -21.725358 25.732372 0.3 -0.2 0.3 0.24
H 32.362802 -18.438594 27.900327 0.2 -0.1 -0.3 0.25
H 31.135545 -19.354456 28.664777 -0.4 -0.4 -0.3 0.25


ΔE to the lowest compared entry with this formula, charge and spin in eV, matching the order above: 0.0000; 0.0032
E_tot in a.u., matching the order above: -1970.90666; -2956.19110
Frontier orbital gap in Eh, matching the order above: 0.302; 0.365